[1]
The following is a quantum chemistry calculation of a 14-piece molecular cluster, C7H40NO13 overall in a non-equilibrium geometry, from the OMol25 dataset.

XYZ file:
```
61
Properties=species:S:1:pos:R:3:forces:R:3
C 0.17177 -1.60142 -3.66778 3.0 1.3 -1.5
C 1.17280 -2.32466 -2.77542 -2.3 -4.6 -0.1
C 0.24711 -2.85412 -1.57336 2.8 1.8 -2.5
C 0.41195 -2.18565 -0.39057 -3.4 -1.5 3.2
C 0.68877 -0.82924 -0.30119 -0.4 -0.3 0.7
C -0.13570 0.18396 0.00357 0.8 2.9 0.5
C -0.34858 -4.16567 -1.74694 -1.6 -0.8 -1.0
N 0.04813 -0.22232 -3.10254 0.9 -1.3 -2.1
H -0.85903 -1.90255 -3.77293 0.1 -1.1 0.4
H 0.59803 -1.47462 -4.71483 -0.6 0.0 0.9
H 1.62783 -3.24548 -3.30918 -1.4 0.8 0.3
H 2.14998 -1.96269 -2.55364 0.2 1.9 0.6
H -0.41424 -2.47870 0.38289 1.3 0.2 -1.0
H 1.63417 -0.56286 -0.59857 2.1 0.9 -1.5
H 0.23089 1.21063 -0.20886 0.0 -0.7 0.4
H -1.01312 0.28371 0.59680 -0.8 -0.7 0.1
H -1.48062 -4.25963 -1.73113 0.7 0.6 0.2
H -0.14415 -4.52329 -2.80986 0.3 -0.4 1.7
H -0.05410 -4.70467 -0.84447 0.4 -1.3 -0.5
H -0.68928 0.12547 -3.62959 -1.9 1.6 -0.6
H 0.86756 0.34622 -3.27988 0.2 0.0 0.9
H -0.26211 -0.28943 -2.15491 -0.1 0.5 1.7
H -0.90882 -4.58874 1.84472 0.8 0.3 0.5
H 0.42410 -4.44028 2.69665 -0.3 -0.1 -0.3
O -0.33886 -3.96576 2.34083 -0.6 -0.2 0.1
H 2.08178 1.80351 1.17807 0.8 0.8 -0.9
H 3.12416 2.95850 0.77996 -1.9 -0.8 -0.5
O 2.21887 2.58687 0.53014 1.6 -0.2 1.3
H 3.08371 1.20930 2.96428 0.0 0.5 1.0
H 1.45975 0.75040 2.71729 1.7 0.2 0.3
O 2.45987 0.73528 2.43816 -1.4 -0.8 -1.2
H -3.72740 2.60926 0.47951 -4.4 1.1 1.3
H -2.31008 2.38387 1.10020 -0.6 0.2 0.0
O -2.88170 2.39863 0.30812 4.8 -1.4 -1.6
H -1.69217 3.20889 3.27743 0.7 -1.2 -1.9
H -0.79156 3.51567 2.20537 4.6 6.1 -2.8
O -1.25489 2.82393 2.43535 -5.6 -4.5 4.9
H 1.98677 1.95995 -1.08778 -0.1 0.3 1.9
H 2.36240 2.07839 -2.48055 -0.7 -0.8 0.2
O 1.79090 1.51631 -1.90051 1.2 0.7 -2.7
H -1.70727 -1.02773 4.20630 -0.6 -0.1 -1.0
H -1.70626 -2.10596 3.21438 1.7 -4.7 -0.9
O -2.02766 -1.27822 3.30628 -1.1 4.6 1.8
H -0.75666 1.17388 3.12270 1.1 0.0 -0.3
H -0.31686 -0.24953 2.91033 0.2 -0.2 -0.2
O 0.04240 0.60547 3.18434 -1.2 -0.1 0.6
H 3.99025 -1.24638 0.65609 0.5 3.8 1.9
H 3.22770 -2.45718 0.71542 -2.5 -1.5 1.4
O 3.87918 -2.03249 0.23886 1.9 -2.2 -3.4
H -2.19691 -2.16488 -0.35579 1.9 -1.4 0.0
H -2.27287 -0.88361 0.63036 0.4 -1.0 -0.5
O -2.67646 -1.42941 -0.06112 -2.8 1.7 0.6
H -1.29729 3.22345 -0.93080 -1.0 -0.7 0.5
H -1.48169 4.75362 -1.20288 -0.4 -0.4 0.1
O -0.88108 4.00678 -1.24904 1.3 1.2 -0.8
H -2.65590 -0.46742 -1.46234 0.2 0.3 0.1
H -2.73858 1.11102 -1.59003 1.3 -2.8 -1.4
O -2.37701 0.24818 -2.07325 -1.6 2.9 0.9
H 0.82907 3.70493 1.17719 2.6 -5.9 -1.7
H 0.28763 4.93550 0.47620 -1.0 1.0 -4.0
O 0.53714 4.52275 1.22856 -1.6 5.1 5.7
```
Forces are in eV/Å.

For the total energy, the calculation gives -1323.29524 Ha. Its multiplicity is 2. For the lowest unoccupied orbital energy (spin up / spin down), the calculation gives 0.0836 / 0.0728 eV. The HOMO energy (spin up / spin down) is -3.1 / -6.6 eV. The frontier orbital gap (spin up / spin down) comes out at 0.116 / 0.244 Ha. Its total charge is 0.

=====

[2]
The following is a quantum chemistry calculation of a 20-piece molecular cluster, C7H49F3I2N3O19 overall in a non-equilibrium geometry, from the OMol25 dataset.

XYZ file:
```
83
Properties=species:S:1:pos:R:3:forces:R:3
C -0.20907 0.54774 -1.86535 -1.0 0.1 -1.0
C -1.34579 0.90649 -0.80287 1.2 1.2 -0.2
I -3.05493 -0.46327 -1.03273 0.7 0.2 -1.3
C -0.83782 1.04481 0.72201 0.3 -0.4 0.7
I -2.48508 0.37108 2.01224 0.9 1.1 1.3
C 0.41746 0.14655 1.09293 -0.2 -1.5 -1.7
C 0.24162 -1.45727 1.13141 0.2 0.7 1.8
N 1.61002 -1.79937 1.71064 2.5 1.9 0.6
C 2.22149 -0.57963 2.27873 -5.5 -1.3 -0.8
N 3.52077 -0.38507 2.54861 -0.5 1.4 0.7
C 3.94663 0.93243 3.07574 1.9 2.0 0.7
F 3.54438 2.00855 2.24228 0.4 -2.9 2.3
F 5.34902 1.04407 3.13509 -3.4 -0.9 -0.3
F 3.48642 1.12680 4.38994 0.6 -0.3 -3.3
N 1.06794 0.29263 2.43198 3.7 0.0 0.1
H 0.37383 1.48946 -2.17298 -0.6 -1.4 0.9
H 0.46356 -0.32095 -1.58185 -0.7 1.2 -0.2
H -0.75495 0.22134 -2.82639 0.9 0.6 1.6
H -1.75212 1.93843 -1.09943 0.4 -1.7 0.6
H -0.58771 2.12284 1.02728 -0.6 -1.5 -0.8
H 1.28824 0.35379 0.37623 -1.7 0.0 0.3
H -0.42927 -1.79520 2.00314 0.2 0.8 -1.8
H 0.01352 -1.96266 0.14051 0.6 0.7 1.4
H 1.59802 -2.52631 2.44463 0.2 0.2 -0.8
H 4.23556 -1.12115 2.40574 -0.7 0.6 0.1
H 1.23228 1.24420 2.78516 0.0 -0.3 -0.6
O -0.68364 -0.17319 -4.85069 -0.1 0.0 -0.2
H -0.88860 0.02390 -5.77499 0.2 -0.1 0.0
H -0.69896 -1.13791 -4.80970 0.0 0.1 -0.1
O 2.62520 1.28813 -3.56150 0.1 0.0 -0.1
H 3.27616 0.68083 -3.94072 -0.1 -0.3 0.2
H 1.77506 0.87176 -3.76010 0.1 0.0 0.0
O -3.23859 -0.35139 -6.73248 -0.2 0.0 0.2
H -4.11528 -0.15974 -7.08941 0.1 0.0 -0.1
H -3.14254 0.27253 -6.00053 0.0 -0.1 0.0
O -1.10197 -2.14086 4.41997 0.2 0.1 0.1
H -0.72124 -1.33278 4.79401 0.0 -0.1 -0.2
H -1.86708 -2.31993 4.98139 0.0 -0.2 -0.2
O 2.25033 2.62995 -0.41905 0.2 -0.2 0.3
H 2.92535 2.40542 -1.07407 -0.2 0.0 -0.2
H 2.74678 3.03362 0.30226 -0.1 0.1 -0.2
O 0.11423 0.23149 5.69932 0.3 0.3 0.0
H 0.93765 0.28221 5.20110 -0.1 -0.1 0.1
H 0.11709 1.03371 6.24043 -0.2 -0.1 0.1
O -2.68441 -0.83981 6.73928 0.0 0.1 0.0
H -1.86006 -0.78863 6.24064 -0.1 0.2 0.2
H -2.68049 -0.03767 7.27910 0.0 -0.1 0.0
O -1.13488 1.69210 8.57129 0.0 -0.3 -0.2
H -1.44348 2.01905 9.42418 0.0 0.0 -0.1
H -0.79440 0.80808 8.76936 0.0 0.0 0.2
O -3.94167 2.62401 -3.17525 0.1 -0.1 0.1
H -4.25839 2.94688 -2.32284 0.0 0.0 -0.1
H -3.60106 1.74244 -2.97980 -0.1 0.0 0.0
O -5.93128 -0.43873 6.35498 0.2 0.1 0.0
H -5.76333 0.49078 6.16291 -0.1 -0.1 0.0
H -5.05168 -0.81209 6.49311 0.0 0.0 0.0
O -0.46330 -0.80059 10.57280 0.0 0.0 0.1
H -0.77207 -0.47397 11.42642 0.0 0.0 -0.1
H -0.12374 -1.68170 10.76883 0.0 0.1 -0.1
O 2.65087 1.98448 -6.42240 0.1 -0.1 0.1
H 1.70329 2.15383 -6.47433 0.1 0.0 -0.1
H 2.83388 1.95843 -5.47241 -0.2 0.2 -0.1
O -2.97935 3.63137 0.75477 0.1 0.1 0.1
H -2.60013 4.43849 1.12328 -0.1 0.0 -0.1
H -3.74234 3.45271 1.31818 0.1 -0.1 -0.1
O 3.92599 -1.54261 -4.48778 0.2 0.1 0.1
H 4.24695 -2.32984 -4.03284 -0.1 0.1 0.0
H 4.51962 -1.45182 -5.24487 -0.2 -0.1 -0.1
O -0.44221 -1.29157 -7.91933 -0.3 0.0 0.0
H -0.34120 -1.28256 -8.87838 0.1 0.0 0.1
H -1.40014 -1.29904 -7.78417 0.0 0.0 0.0
O -5.15804 -2.08137 -4.72087 0.1 0.0 0.1
H -4.53958 -2.71586 -4.33851 0.0 0.1 -0.1
H -4.63682 -1.62776 -5.39407 0.1 -0.1 0.0
O -3.09420 -4.32219 -5.51064 -0.1 -0.2 -0.1
H -2.44037 -4.92388 -5.88573 0.0 0.1 0.1
H -3.94052 -4.74044 -5.71200 0.0 0.1 0.0
O 3.34778 -1.21084 -7.44518 0.2 -0.1 0.3
H 3.72183 -0.40474 -7.06796 -0.3 0.2 -0.3
H 2.57762 -1.39363 -6.89299 0.0 0.1 -0.1
O 7.85827 -0.04353 1.68618 -0.2 -0.1 0.2
H 6.91546 0.14748 1.64837 0.2 0.1 -0.1
H 8.05364 -0.07337 2.63074 0.1 0.0 -0.1
```
Forces are in eV/Å.

For the total energy, the calculation gives -2784.59344 Ha. For the lowest unoccupied orbital energy, the calculation gives -4.3719 eV. The HOMO energy is -10.6 eV. The frontier orbital gap comes out at 0.228 Ha. Its total charge is +1.

=====

[3]
The following is a quantum chemistry calculation of C7H4Br2NO4S as an isolated structure in a non-equilibrium geometry, from the OMol25 dataset.

XYZ file:
```
19
Properties=species:S:1:pos:R:3:forces:R:3
C -0.81474 -0.13696 0.81668 0.4 -0.2 2.8
C 1.28240 -0.82470 -1.82645 -0.2 0.6 -0.2
C -1.43837 0.47322 -0.16220 -1.0 0.5 2.6
C 1.10838 -0.57907 2.95011 0.4 -0.2 0.1
C 0.40570 -1.02267 0.63112 1.5 1.0 -2.2
C 2.22412 0.48330 -0.57964 0.8 1.4 2.3
C 2.32256 0.30290 -1.89477 -0.4 0.4 0.9
N 1.45285 -0.64322 -0.28860 -1.2 -0.3 -0.2
O 2.00681 -0.35507 3.69703 1.3 -0.4 0.1
O 0.17236 -0.77880 -2.36910 -0.6 0.0 0.0
O 1.19544 -1.30176 1.84631 -1.1 -0.5 0.0
O -0.05547 -0.06318 3.31487 -0.7 1.0 0.8
S -1.46066 -0.21972 2.50475 -0.7 -0.2 -1.8
Br 3.21686 1.22571 -3.18702 0.4 0.2 -0.7
Br 2.23933 -2.56590 -2.18488 0.8 -1.4 -0.3
H -2.29893 1.09838 0.05485 0.1 -0.1 -0.4
H -1.04029 0.19247 -1.05297 0.7 0.0 -3.3
H 0.02253 -1.86708 0.02946 0.2 -0.7 1.4
H 2.66155 1.16707 0.23380 -0.6 -1.0 -1.6
```
Forces are in eV/Å.

For the total energy, the calculation gives -6171.02782 Ha. For the lowest unoccupied orbital energy, the calculation gives 2.7042 eV. The HOMO energy is -4.4 eV. The frontier orbital gap comes out at 0.261 Ha. Its total charge is -1.

=====

[4]
The following is a quantum chemistry calculation of C7H4BrClF2 as an isolated structure in a non-equilibrium geometry, from the OMol25 dataset.

XYZ file:
```
15
Properties=species:S:1:pos:R:3:forces:R:3
C 1.65554 -0.69219 0.40434 1.5 0.7 -0.8
C 0.84335 -0.88168 1.50045 0.8 -0.5 1.5
C 1.47014 0.34476 -0.53958 0.2 -1.2 0.2
C -0.45969 0.89849 0.69905 -1.0 1.3 0.5
C -0.12493 0.01392 1.70150 -1.1 1.8 -1.7
C 0.28722 1.10831 -0.42301 1.7 -2.3 0.7
C -2.32368 -0.11513 -2.52042 0.8 0.9 -0.1
F -0.78428 0.20462 2.83153 -0.4 -0.7 1.0
F -0.11706 1.92676 -1.35061 -0.1 1.1 -0.8
Cl -3.90662 -0.57066 -2.68589 -0.9 -0.5 0.0
Br -1.20591 -1.52295 -2.03943 0.0 -0.5 0.0
H 2.61351 -1.24092 0.39634 -0.7 0.2 -0.3
H 1.05777 -1.44467 2.38778 0.6 -0.9 -0.1
H 2.26757 0.41598 -1.30344 -1.0 0.4 0.3
H -1.27293 1.55535 0.94138 -0.4 0.3 -0.3
```
Forces are in eV/Å.

For the total energy, the calculation gives -3502.94098 Ha. For the lowest unoccupied orbital energy, the calculation gives -1.0065 eV. The HOMO energy is -9.2 eV. The frontier orbital gap comes out at 0.300 Ha. Its total charge is 0.

=====

[5]
The following is a quantum chemistry calculation of C7H4F3INO3STi as an isolated structure, from the OMol25 dataset.

XYZ file:
```
21
Properties=species:S:1:pos:R:3:forces:R:3
Ti -0.19906 0.09743 0.46460 0.1 0.1 -0.8
O -0.59473 -1.42227 -0.74696 0.1 0.0 0.3
N 0.40533 -2.20692 -1.17008 -0.2 0.1 0.1
C 0.05823 -3.43436 -1.61135 0.1 0.1 -0.1
C 1.01622 -4.29282 -2.07164 -0.1 0.0 0.0
C 2.34810 -3.86792 -2.06820 0.0 -0.1 0.0
C 2.66867 -2.61737 -1.60439 0.0 0.1 0.0
C 1.67354 -1.75073 -1.12892 0.1 -0.1 -0.1
S 1.98489 -0.17468 -0.49685 -0.2 0.0 0.1
H -1.00181 -3.62752 -1.56551 0.0 -0.1 0.0
H 0.72333 -5.27027 -2.42282 0.0 0.0 0.0
H 3.12859 -4.52531 -2.42627 0.0 0.0 0.0
H 3.69104 -2.26951 -1.58288 0.0 0.0 0.0
F -0.97081 0.49876 4.91294 0.0 0.0 0.0
C 0.04015 -0.21075 4.40474 0.1 0.0 0.0
F -0.08233 -1.47234 4.80532 0.0 0.0 0.0
F 1.18673 0.27956 4.88287 0.0 0.0 0.0
C 0.02774 -0.09196 2.86467 0.1 0.0 0.5
O 0.17403 1.03951 2.36646 0.0 -0.1 -0.1
O -0.14689 -1.12366 2.15543 -0.2 0.2 -0.1
I -1.65256 1.98871 -0.69338 0.1 -0.2 0.2
```
Forces are in eV/Å.

For the total energy, the calculation gives -2394.70411 Ha. Its multiplicity is 2. For the lowest unoccupied orbital energy (spin up / spin down), the calculation gives -0.7169 / -0.5729 eV. The HOMO energy (spin up / spin down) is -8.7 / -9.0 eV. The frontier orbital gap (spin up / spin down) comes out at 0.295 / 0.310 Ha. Its total charge is 0.

=====

[6]
The following is a quantum chemistry calculation of an isolated molecule of C7H4N4O in a non-equilibrium geometry, from the OMol25 dataset.

XYZ file:
```
16
Properties=species:S:1:pos:R:3:forces:R:3
C 2.05864 -0.88610 -0.01148 -0.5 0.9 -0.3
C -0.22337 -0.06350 -0.00407 -2.4 0.9 0.0
C -1.63146 0.03642 -0.00103 0.7 -0.8 0.0
C -0.94600 2.07015 0.01773 1.0 0.2 0.2
C 1.56462 1.52704 -0.00826 0.2 0.8 0.3
C 2.45634 0.53488 -0.08013 0.2 -0.5 0.2
C -2.57185 -1.06901 -0.01957 0.9 1.4 0.1
H 0.51554 -2.06412 0.09556 -0.9 0.2 -0.1
H -0.85779 3.16234 0.05639 0.0 -0.7 -0.1
H 1.85034 2.58734 0.12129 -0.3 -0.7 -0.4
H 3.51472 0.70148 -0.10573 0.2 0.3 0.1
N 0.68693 -1.07069 -0.01506 0.4 -0.5 0.1
N -2.02829 1.37547 0.01914 0.4 -0.8 -0.1
N 0.20876 1.24787 0.01044 -0.5 -0.2 0.0
N -3.35752 -1.90314 -0.01465 -0.2 -0.5 0.0
O 2.77082 -1.85411 0.05929 0.7 -0.1 0.0
```
Forces are in eV/Å.

For the total energy, the calculation gives -563.41650 Ha. For the lowest unoccupied orbital energy, the calculation gives -0.1548 eV. The HOMO energy is -9.0 eV. The frontier orbital gap comes out at 0.326 Ha. The structure (SMILES) is N#Cc1ncn2ccc(=O)[nH]c12. Its total charge is 0.

=====

[7]
The following is a quantum chemistry calculation of an isolated ion of composition C7H4NO2S and charge -1 in a non-equilibrium geometry, from the OMol25 dataset.

XYZ file:
```
15
Properties=species:S:1:pos:R:3:forces:R:3
C -1.21572 0.96273 0.45500 -2.1 0.5 1.8
C -2.16466 -0.14765 0.76169 0.6 0.6 -0.5
C -0.17607 0.91487 -0.38146 0.1 -0.3 0.3
C 2.50371 -0.46956 0.03364 1.1 1.5 1.7
C 1.10893 1.55422 -0.73467 0.3 2.3 0.7
C -1.32341 -2.32118 0.11538 -0.3 -0.7 -0.5
C 0.68357 0.27532 -1.27575 0.4 -1.5 -0.5
N -2.04972 -1.31504 0.24342 1.5 -0.7 0.1
O 1.55958 -0.79383 -0.73191 -2.7 -1.0 -2.8
O 3.32646 -1.22378 0.46558 0.9 -0.5 0.4
S 2.40063 1.28038 0.50899 0.1 0.1 0.0
H -1.43357 1.91210 1.04928 0.3 -1.2 -1.0
H -2.96948 -0.15174 1.48988 0.0 1.0 0.0
H 1.22459 2.53383 -1.24447 0.0 -0.8 -0.1
H -1.47485 -3.01067 -0.75459 -0.2 0.7 0.3
```
Forces are in eV/Å.

For the total energy, the calculation gives -872.41150 Ha. For the lowest unoccupied orbital energy, the calculation gives 3.3656 eV. The HOMO energy is -3.0 eV. The frontier orbital gap comes out at 0.235 Ha. Its total charge is -1.

=====

[8]
The following is a quantum chemistry calculation of a 2-piece molecular cluster, C7H4NO3 overall in a non-equilibrium geometry, from the OMol25 dataset.

XYZ file:
```
15
Properties=species:S:1:pos:R:3:forces:R:3
C -1.07556 0.02635 -0.19737 1.7 0.0 -0.3
C 1.10372 1.27698 -0.08104 0.2 -1.7 0.7
C 1.03583 -1.21318 -0.08628 1.3 3.3 0.6
C 2.43656 1.20938 0.12467 -2.8 -1.8 -0.9
C 2.36891 -1.15574 0.14033 -3.5 1.9 -1.2
C -4.56073 -0.09222 -0.03409 0.2 0.1 0.1
C 0.31685 0.06010 -0.16756 -0.2 -0.1 -0.8
N -2.22033 -0.14337 -0.27474 -0.8 0.0 0.1
O -4.59670 1.04082 -0.11018 -0.2 3.2 -0.3
O -4.73733 -1.20900 0.08447 -0.4 -3.1 0.2
O 3.13910 -0.00357 0.03416 0.2 0.3 0.1
H 0.49452 2.14589 -0.03672 0.2 1.1 0.1
H 0.35941 -2.00103 -0.07462 -0.2 -2.1 0.2
H 3.02878 2.00947 0.30213 1.9 2.2 0.5
H 2.90695 -1.95089 0.37682 2.5 -3.4 0.8
```
Forces are in eV/Å.

For the total energy, the calculation gives -549.60636 Ha. For the lowest unoccupied orbital energy, the calculation gives 3.5004 eV. The HOMO energy is -1.6 eV. The frontier orbital gap comes out at 0.187 Ha. Its total charge is -1.

=====

total charge of number 8 (C7H4NO3)?
-1

=====

What is the formula in the first record?
C7H40NO13

=====

Which of these has the highest total charge?
C7H49F3I2N3O19